Formula: C8H5F3N2O2
Source: the OMol25 dataset
Level of theory: the ωB97M-V functional and the def2-TZVPD basis

```
20
Properties=species:S:1:pos:R:3:forces:R:3
C 1.68078 0.59532 -2.38220 -0.0063 -0.0651 0.0006
C 1.71296 1.20023 -1.13684 0.0598 0.0907 0.0458
C 0.85796 -0.49757 -2.59966 0.0084 -0.0073 -0.0745
C 0.89694 0.74824 -0.11824 -0.0682 -0.1294 -0.0725
C 0.05768 -0.97616 -1.57890 -0.0354 0.0905 0.2540
C 0.05791 -0.34140 -0.33676 0.4346 -0.0677 -0.4681
C -0.92274 -0.83836 0.65204 -1.4657 -0.2798 -1.0935
C -1.95393 0.25740 1.10038 -0.5065 0.0255 0.3101
N 0.19144 -0.45405 2.39325 1.3305 0.2427 0.4127
N -0.03434 -0.45602 3.47958 0.3337 0.0567 -1.4899
O -1.22009 -1.99188 0.83667 0.0490 0.2838 -0.2174
O -0.26874 -0.44448 4.59855 -0.6171 -0.0562 2.8325
F -2.81320 0.46355 0.09297 0.0655 -0.1557 -0.1502
F -2.66385 -0.14009 2.16267 0.0852 -0.1584 0.0058
F -1.43723 1.45546 1.41232 0.2295 0.0307 -0.0463
H 2.30274 0.97435 -3.17689 0.0937 0.0186 -0.1237
H 2.37886 2.02993 -0.95079 0.0340 0.0784 -0.0315
H 0.83100 -0.97805 -3.56554 0.0315 -0.0364 -0.0984
H 0.93460 1.22119 0.84838 -0.0054 0.0977 0.0192
H -0.58874 -1.82763 -1.73098 -0.0507 -0.0593 -0.0147
```
Positions in Å, forces in eV/Å.

Results
SMILES: O=C(c1ccccc1)C(F)(F)F.N#[N+][O-]
HOMO-LUMO gap (eV): 9.894
Lowest unoccupied orbital energy (Ha): -0.0016

***

Formula: C8H5HfN2O5
Source: the OMol25 dataset
Level of theory: the ωB97M-V functional and the def2-TZVPD basis

```
21
Properties=species:S:1:pos:R:3:forces:R:3
O -1.84182 -4.37744 -1.00232 1.7471 3.0907 -0.0430
C -1.23200 -3.40783 -0.99369 -1.4518 -3.8009 0.2035
Hf 0.09360 -0.09366 -1.02680 -4.1568 -0.1435 2.1529
O 2.91859 -1.83400 -0.21299 -6.0112 2.5610 -0.9876
C 1.87193 -1.35480 -0.40321 7.2692 -3.4813 1.9937
C 1.82274 1.45763 -1.30086 6.2601 5.8150 -1.9029
O 2.60281 2.26836 -1.60699 -4.0320 -4.3233 1.8673
C 0.00407 1.89170 -2.98426 -1.3159 1.3081 -4.3748
O -0.08208 2.39490 -4.01370 0.4677 -1.8350 4.3431
C 1.37276 -0.86999 -2.87600 3.9850 0.3362 -5.0885
O 2.16835 -0.79653 -3.70860 -3.6130 -0.7080 3.6303
H -1.32704 -1.28216 -1.17988 0.3792 1.3596 -0.8754
N -1.09462 -0.48089 1.99030 -0.3183 -0.8901 0.9876
C -1.30336 0.19543 3.14133 0.2453 -1.3011 -1.4297
C -0.93501 1.48282 2.90362 0.5742 1.5742 -0.4414
C -0.48926 1.54934 1.60599 -0.1139 -0.1482 0.4456
N -0.58004 0.31413 0.99689 0.1744 -0.3249 -0.0488
H -1.24242 -1.48707 1.90598 0.0181 0.3543 -0.3921
H -1.65569 -0.25664 4.05210 -0.2041 -0.3281 0.0156
H -0.96207 2.27589 3.61333 -0.0368 0.5069 0.2627
H -0.10943 2.41081 1.09977 0.1336 0.3786 -0.3182
```
Positions in Å, forces in eV/Å.

Results
Net charge: +3
HOMO-LUMO gap (eV): 6.304
Lowest unoccupied orbital energy (Ha): -0.5553

***

Formula: C8H5N2
Source: the OMol25 dataset
Level of theory: the ωB97M-V functional and the def2-TZVPD basis

```
15
Properties=species:S:1:pos:R:3:forces:R:3
C -1.58728 -0.24996 0.19689 -6.0757 -0.2151 0.4094
C -3.46139 0.24853 0.57374 7.8714 0.6804 2.1560
C 2.48921 0.11514 -0.16852 -0.4956 -0.1054 0.0994
C 1.88716 -1.14201 -0.07261 0.0596 -0.1840 0.0164
C 1.72605 1.28014 -0.03706 0.0138 0.4621 -0.0027
C 0.53757 -1.25462 0.12930 -0.2852 0.0933 -0.0573
C 0.37007 1.22250 0.13381 -0.0915 -0.1943 0.0535
C -0.27278 -0.06179 0.20315 1.2432 0.8088 0.0411
N -5.39123 -0.29663 -0.63561 0.1920 -0.1958 -0.2765
N -4.35935 -0.14470 -0.19195 -2.5624 -1.1548 -2.3693
H 3.55384 0.18634 -0.33885 0.0626 0.0212 0.0126
H 2.48491 -2.03801 -0.15279 0.0355 -0.0199 0.0084
H 2.20972 2.24674 -0.07616 0.0198 -0.0168 -0.0379
H 0.05778 -2.21735 0.21384 -0.0279 -0.0840 -0.0206
H -0.24427 2.10568 0.22283 0.0405 0.1042 -0.0323
```
Positions in Å, forces in eV/Å.

Results
Net charge: +1
HOMO-LUMO gap (alpha / beta) (eV): 6.302 / 6.312
Lowest unoccupied orbital energy (alpha / beta) (Ha): -0.2506 / -0.2505

***

Formula: C8H5N4O2
Source: the OMol25 dataset
Level of theory: the ωB97M-V functional and the def2-TZVPD basis

```
19
Properties=species:S:1:pos:R:3:forces:R:3
C 1.30282 -1.61898 -2.07337 0.0799 0.0924 -0.7085
C -0.95396 -0.23745 0.76278 0.7578 1.2916 -0.0779
C -2.24756 0.76033 -0.73859 1.4887 -1.3826 0.3035
C 0.62925 -1.22430 -0.85197 -0.6626 0.3392 -1.3078
C -0.60537 -0.62721 -0.63373 0.5570 -0.5049 1.8430
C 1.65449 -1.07239 0.14214 0.5912 -0.2018 1.1049
C -0.59085 1.91466 2.48243 0.8163 0.1243 -0.6360
C -0.58975 1.17756 0.98459 0.2839 3.1196 1.7600
N 2.57352 -1.70732 -1.92733 -0.0866 0.2183 1.0808
N -1.57540 -0.09421 -1.44095 0.5480 -0.7612 -1.9906
N 2.74492 -1.33460 -0.54503 0.2825 -0.9683 -2.0608
N -1.97954 0.78725 0.58501 -1.1039 0.3181 0.7943
O -0.23214 3.12391 2.55579 -0.5395 -1.6844 -0.9784
O -0.93417 1.11698 3.34338 -0.4379 -0.4358 0.8452
H 1.01976 -1.84952 -3.07524 -1.0614 0.0065 -0.3558
H -0.99493 -0.78786 1.69174 0.0292 -0.3863 -0.1511
H -2.96082 1.34981 -1.22011 -1.0823 1.1567 -0.3679
H 0.02248 1.84146 0.35115 -0.5333 -0.9131 -0.5443
H 3.71726 -1.51810 -0.39271 0.0730 0.5717 1.4476
```
Positions in Å, forces in eV/Å.

Results
Net charge: -1
HOMO-LUMO gap (eV): 6.924
Lowest unoccupied orbital energy (Ha): 0.0776

***

Relative energy (zero: lowest compared OMol25 entry of this formula, charge and spin)
In order: 0.0; 38.0; 456.3; 0.0
Unit: kJ/mol